1.
Here is C33H32CuGeO5P as an isolated structure from the OMol25 dataset. Energies are from ωB97M-V/def2-TZVPD.

Each line ends with the Löwdin charge.
Atoms and positions in Å:
H  -4.0406  1.7223  -2.9876  0.112
H  3.9641  -3.7502  4.9464  0.117
C  2.4577  2.4140  0.2582  -0.080
H  5.4062  4.0304  -0.0367  0.120
H  0.7662  -4.5390  1.5479  0.096
C  2.8627  -0.7632  3.8082  -0.083
C  -1.9922  1.1390  -3.3561  -0.294
Cu  0.0052  -0.8257  -1.6094  0.341
C  4.2482  1.1458  1.2936  -0.060
C  3.3917  -1.7028  4.6750  -0.054
C  -3.4282  3.6659  1.1157  -0.065
H  -0.5628  0.9290  -6.4177  0.111
H  -0.1411  -0.0240  2.9026  0.063
C  -0.2041  -4.3675  1.0842  -0.084
H  -3.0006  5.7112  1.6015  0.111
Ge  -1.5646  1.0203  -1.5002  0.986
H  4.6024  0.2663  1.8135  0.109
O  -1.5349  -4.0945  -3.3348  0.100
C  -1.2752  -2.2375  0.9386  -0.260
H  -0.5262  -3.0438  2.7983  0.112
O  -0.0061  -2.2086  0.2212  -0.174
H  3.6837  -1.4062  5.6734  0.116
C  -3.5626  1.7510  -5.0704  -0.064
H  2.3613  -2.7661  1.1035  0.101
H  -0.3593  3.8903  -1.2056  0.101
C  -1.5818  4.9052  0.2092  -0.076
C  -1.0175  0.9176  -4.3234  -0.102
C  2.4957  -1.1527  2.5154  -0.378
C  -3.2683  1.5624  -3.7310  -0.089
O  -3.4354  -1.5089  -1.9578  0.178
H  -2.0115  -3.8221  2.2501  0.125
H  0.1324  0.6893  -1.2005  0.019
C  -1.9091  2.5964  -0.4334  -0.296
H  0.5665  1.6172  2.7810  0.074
C  -2.7607  -1.4277  -0.9801  -0.489
H  1.4164  2.5028  -0.0210  0.079
H  3.0210  4.2675  -0.6463  0.117
H  -4.3078  3.6158  1.7443  0.111
H  3.3153  -4.4324  2.6634  0.117
C  -1.2007  3.7930  -0.5266  -0.117
C  -2.2621  -2.6171  -0.1640  -0.072
C  2.6512  -2.4733  2.1035  -0.083
H  -1.0201  5.8266  0.1241  0.109
C  0.2490  0.7331  2.2247  -0.170
H  -1.4729  -1.2749  1.3930  0.130
C  -0.0758  -3.6055  -0.2315  -0.224
C  3.5505  -3.0215  4.2620  -0.046
H  0.7987  -3.8282  -0.8365  0.166
H  -0.5277  1.0256  1.5163  0.031
C  3.3570  3.3990  -0.0956  -0.048
C  2.8875  1.2959  0.9843  -0.354
C  -1.1587  -3.3141  -2.4921  -0.598
O  -0.4571  -2.2424  -2.7337  -0.106
C  5.1407  2.1410  0.9398  -0.047
H  -2.8180  1.6816  -7.0798  0.111
C  -1.0680  -3.3923  1.9180  -0.076
H  -3.6134  1.6356  0.4775  0.101
H  -0.6785  -5.3347  0.9294  0.127
H  6.1859  2.0379  1.1973  0.119
H  -0.0351  0.5539  -4.0419  0.090
C  -1.3158  1.1160  -5.6639  -0.062
C  3.1859  -3.4063  2.9813  -0.054
H  -4.5554  2.0623  -5.3663  0.111
C  4.6985  3.2634  0.2490  -0.034
H  -1.8423  -4.6358  -0.9756  0.156
H  -3.1483  -3.0839  0.2680  0.170
C  -2.5845  1.5336  -6.0336  -0.061
H  2.7423  0.2634  4.1340  0.118
O  -2.3987  -0.2081  -0.4388  -0.193
C  -3.0396  2.5490  0.3877  -0.101
C  -2.6959  4.8412  1.0350  -0.068
C  -1.4066  -3.6410  -1.0054  -0.077
P  1.7221  0.0402  1.4270  1.185

The calculation puts the HOMO-LUMO gap (alpha / beta) at 8.18 / 4.91 eV. The LUMO energy (alpha / beta) comes out at -2.8 / -6.1 eV. The calculation puts the HOMO energy (alpha / beta) at -10.99 / -10.98 eV. As for the total charge: +1. Its total energy is -5711.419983 a.u. The spin multiplicity is 2. Its expectation value of S² is 0.761.


2.
Here is one molecule with the formula C33H32N2O8 from the OMol25 dataset. Energies are from ωB97M-V/def2-TZVPD.

Each line ends with the Löwdin charge.
Atoms and positions in Å:
C  -1.6226  4.1096  -1.5552  -0.065
H  -3.6610  5.2724  1.7888  0.096
H  5.2083  4.3580  0.9270  0.099
C  -1.3924  -2.0426  1.1638  -0.141
C  -3.4244  2.4734  0.1422  -0.172
H  4.0540  4.1377  2.2681  0.092
C  0.9107  -2.2982  0.8478  -0.150
H  -2.8397  -0.7331  2.0473  0.135
H  -2.0087  -1.6646  -2.2498  0.090
H  -2.0988  -4.8471  -0.6317  0.111
C  4.5920  1.7173  0.9376  -0.182
C  -4.5187  0.3227  0.2877  -0.155
H  0.4922  -5.0572  -1.0984  0.111
C  -3.5362  -3.5257  0.2471  -0.022
H  -3.2801  -1.1707  -3.4052  0.100
O  -1.7414  2.7088  -1.6646  -0.059
C  2.8822  1.1192  -0.6736  -0.180
C  -2.6979  2.0279  -0.9731  -0.112
C  -0.0833  -1.4220  1.5517  -0.044
C  -2.6667  -1.6205  1.4585  0.040
H  3.1628  3.9994  -1.4825  0.106
C  -2.2785  -0.9416  -3.0274  -0.067
H  1.4602  3.7262  -1.0391  0.073
H  -4.8976  1.9257  1.6152  0.117
H  0.8369  -0.3670  -1.5298  0.095
O  -2.1906  0.3809  -2.5570  -0.084
H  -4.3883  -4.0931  -0.0983  0.113
C  -5.4754  -0.5771  0.9903  -0.435
O  -6.5736  -0.2253  1.3696  0.082
C  5.2078  -1.8225  -0.1846  -0.423
O  2.8520  3.2858  0.4451  -0.102
C  5.1363  0.4400  0.7893  0.062
H  6.0089  0.1854  1.3681  0.136
H  -3.8051  3.6856  2.5815  0.098
C  0.9807  -4.2451  -0.5818  -0.009
C  3.4411  2.0631  0.2163  -0.122
H  2.7812  -1.4022  1.3668  0.129
H  -1.2302  4.4094  -0.5816  0.091
H  2.9319  -4.7727  -1.2711  0.111
H  1.6009  0.3087  -2.9966  0.105
C  2.2799  -2.1705  0.8010  0.034
C  3.4730  -0.1220  -0.8454  0.013
H  -5.7648  -2.5250  1.4494  0.160
N  4.3849  -2.9184  -0.1907  0.141
C  5.0504  3.8863  1.9003  -0.068
O  -3.1875  3.7441  0.5986  -0.108
H  5.8033  4.2477  2.6010  0.094
C  2.3508  -4.0863  -0.6718  -0.018
C  1.0414  0.5526  -2.0877  -0.051
H  3.0657  -0.8255  -1.5522  0.119
C  4.5786  -0.4781  -0.0774  -0.159
N  -5.0544  -1.8682  1.1532  0.136
H  -2.5777  4.6097  -1.7292  0.100
H  2.3665  5.0783  -0.3081  0.095
O  1.7290  1.4932  -1.2968  -0.088
C  3.0063  -3.0425  -0.0138  -0.237
H  -4.0272  -1.0972  -1.2353  0.117
H  -1.5640  -1.0077  -3.8464  0.097
H  -0.0108  -0.3831  1.2207  0.133
H  -0.9180  4.3947  -2.3370  0.095
C  -3.8350  -0.1141  -0.8416  0.028
C  0.2501  -3.3302  0.1605  -0.131
O  6.4076  -1.9811  -0.2828  0.085
C  -4.3324  1.6136  0.7529  0.041
C  -3.7498  -2.3470  0.9598  -0.263
C  -1.1771  -3.1874  0.3774  -0.131
H  4.8755  -3.7763  -0.4173  0.156
H  0.0613  -1.4294  2.6343  0.139
C  -3.9773  4.2391  1.6531  -0.074
H  -5.0427  4.2149  1.4058  0.101
O  5.2510  2.4911  1.8393  -0.059
C  -2.2532  -3.9480  -0.0545  -0.012
C  2.4336  4.0515  -0.6696  -0.060
C  -2.9285  0.7241  -1.4612  -0.173
H  0.0991  1.0316  -2.3521  0.080

As for the SMILES: COc1cc(C(=O)Nc2ccc3c(c2)Cc2cc(NC(=O)c4cc(OC)c(OC)c(OC)c4)ccc2-3)cc(OC)c1OC. The calculation puts the HOMO-LUMO gap at 8.14 eV. The LUMO energy comes out at 0.4 eV. The calculation puts the HOMO energy at -7.77 eV. The energy above the lowest of the compared OMol25 structures with the same formula, charge and spin comes out at 0.000 eV. Its total energy is -1988.116332 a.u.


3.
Here is C33H32OP2Ru as an isolated structure from the OMol25 dataset. Energies are from ωB97M-V/def2-TZVPD.

Each line ends with the Löwdin charge.
Atoms and positions in Å:
H  -7.2476  -4.6697  -0.1821  0.121
C  -4.1571  0.8536  -3.0745  -0.031
C  2.2273  -3.4872  -0.0890  -0.358
C  -3.9866  -0.1680  -2.1528  -0.033
H  -5.3349  -0.9819  0.8210  0.118
H  -1.8379  3.1097  -1.9991  0.139
C  -6.4139  -2.7806  0.3884  -0.045
H  -3.1535  -4.0595  -1.2555  0.094
H  1.9052  4.2566  0.5344  0.105
C  3.9614  -4.6596  -1.2662  -0.049
C  2.8440  -3.8383  -1.2881  -0.072
C  0.4953  -1.1700  -2.4579  -0.153
C  2.7485  -3.9477  1.1240  -0.107
C  -5.1960  -4.5020  -0.7782  -0.047
Ru  0.1307  -0.1563  0.1144  0.837
C  4.4641  -5.1304  -0.0620  -0.046
C  -5.2900  -1.9695  0.3771  -0.082
H  0.3470  2.4295  2.4090  0.132
C  -6.3664  -4.0426  -0.1897  -0.039
H  3.6414  -0.5589  0.2359  0.122
C  -0.4820  -3.3659  -2.4712  -0.095
C  -3.3824  2.0037  -3.0391  -0.013
H  -0.6403  -4.3278  -1.9957  0.112
C  2.5432  1.2803  0.0982  -0.070
C  2.3350  -0.2783  1.9248  -0.126
C  -0.7838  -1.9129  -4.3618  -0.052
H  -1.1819  -1.7317  -5.3512  0.118
H  0.9541  0.2849  3.4750  0.120
H  3.0064  1.5717  -0.8373  0.127
H  2.6219  -1.2062  2.4019  0.105
H  0.2551  3.7578  0.2458  0.081
H  5.3312  -5.7769  -0.0556  0.120
H  -1.5492  -3.9157  -4.2429  0.119
O  -1.5382  1.3122  0.1712  -0.137
C  -0.9929  -3.1368  -3.7381  -0.050
C  -4.1067  -2.4350  -0.2066  -0.420
H  -1.2797  -1.6088  2.0327  0.067
C  1.3973  0.5579  2.5260  -0.092
H  -0.9632  1.7847  -0.4530  0.037
H  -0.1938  -3.7729  1.7084  0.097
H  -4.5893  -1.0608  -2.2245  0.118
C  -0.0342  -0.9374  -3.7255  -0.063
H  0.1654  0.0023  -4.2243  0.116
C  -1.6850  -2.3202  1.3142  -0.302
H  -7.3273  -2.4258  0.8459  0.120
C  1.6186  2.1443  0.7018  -0.314
C  3.8607  -4.7722  1.1366  -0.055
H  2.4630  -3.4731  -2.2322  0.105
C  1.0477  1.7625  1.9210  -0.072
H  -2.5530  -2.8151  1.7498  0.091
C  2.9067  0.0827  0.7058  -0.108
H  -5.1663  -5.4821  -1.2346  0.119
C  -2.2867  1.1713  -1.1567  -0.250
H  -4.9095  0.7426  -3.8431  0.126
P  -2.6503  -1.3951  -0.1104  1.230
H  -3.5190  2.7802  -3.7794  0.129
H  4.4383  -4.9346  -2.1971  0.118
H  4.2561  -5.1342  2.0758  0.118
C  -2.4283  2.2033  -2.0351  0.010
C  -0.6482  -3.3146  0.8238  -0.349
C  -3.0041  -0.0294  -1.1534  -0.316
H  -1.0834  -4.1198  0.2328  0.079
H  2.2851  -3.6675  2.0646  0.100
C  -4.0627  -3.7030  -0.7860  -0.080
C  0.2425  -2.3815  -1.7948  -0.422
H  1.1205  -0.3770  -2.0353  0.077
H  1.5090  3.4796  -0.9906  0.088
C  1.2959  3.4743  0.0778  -0.032
P  0.7453  -2.4591  -0.0492  0.968

The calculation puts the HOMO-LUMO gap (alpha / beta) at 7.27 / 5.81 eV. The LUMO energy (alpha / beta) comes out at -6.0 / -7.8 eV. The calculation puts the HOMO energy (alpha / beta) at -13.28 / -13.63 eV. As for the total charge: +2. The energy above the lowest of the compared OMol25 structures with the same formula, charge and spin comes out at 3.395 eV. Its total energy is -2128.834036 a.u. The spin multiplicity is 5. Its expectation value of S² is 6.034.


F_max: 0.6, 0.7, 4.1 (eV Å⁻¹)